[1]
A molecular structure, C7H11CuO4P in a non-equilibrium geometry. Source: the OMol25 dataset; level of theory: ωB97M-V/def2-TZVPD.

Structure (XYZ):
```
24
Properties=species:S:1:pos:R:3:mulliken_charge:R:1
Cu 0.05 0.30 -1.57 -0.66
P 0.05 -0.09 0.74 0.97
O -2.89 -0.01 -1.62 -0.10
O -0.09 3.30 -0.91 -0.12
O -0.10 -3.39 -1.70 -0.10
O 3.03 0.08 -1.40 -0.12
C 1.88 0.14 -1.53 0.73
C 0.45 -1.60 1.71 -1.24
C -1.59 0.28 1.44 -1.39
C -0.04 2.24 -1.38 0.41
C -1.76 0.11 -1.74 0.74
C 1.10 1.09 1.66 -1.20
C -0.09 -2.29 -1.39 0.06
H 0.89 0.95 2.73 0.42
H 1.52 -1.82 1.58 0.42
H 0.91 2.14 1.38 0.41
H 0.06 0.68 -4.27 0.10
H 0.28 -1.46 2.78 0.45
H 2.15 0.81 1.51 0.44
H -0.16 -2.46 1.39 0.42
H -1.49 0.26 2.53 0.48
H -1.89 1.29 1.13 0.43
H -2.33 -0.48 1.17 0.41
H 0.06 -0.06 -4.22 0.02
```

As for the molecular weight: 253.7 Da. The HOMO energy (spin up / spin down) comes out at -18.55 / -19.00 eV. As for the frontier orbital gap (spin up / spin down): 0.3627 / 0.2578 Ha. As for the net charge: +2. The value obtained for the total energy is -69535.03123 eV. The spin multiplicity is 2.


[2]
C20H29N3O3S in the gas phase. Source: the OMol25 dataset; level of theory: ωB97M-V/def2-TZVPD.

Structure (XYZ):
```
56
Properties=species:S:1:pos:R:3:mulliken_charge:R:1
S 0.23 -0.01 -1.55 0.15
O -0.55 -4.02 0.47 -0.72
O 2.84 -2.94 -3.10 -0.08
O -1.97 0.26 2.30 -0.53
N 0.23 0.93 1.99 0.21
N 0.47 -2.23 1.37 0.25
N 3.46 -3.06 -4.33 -0.65
C 0.26 -1.24 3.46 0.91
C -1.14 0.73 1.57 0.61
C -1.49 0.19 -0.97 0.22
C -0.29 -0.97 4.82 -0.73
C -1.50 1.22 0.17 -1.76
C -2.41 -2.10 -1.71 -1.35
C 0.03 -0.54 -3.26 -0.90
C 1.26 -3.09 -0.75 -0.12
C 2.89 -4.08 -4.92 0.77
C 1.90 -3.89 -2.98 0.37
C 1.01 -1.71 4.69 -0.34
C 1.49 -1.19 1.46 -1.50
C -2.25 -1.08 -0.59 0.15
C 1.10 -3.93 -1.77 -0.44
C 1.88 -4.65 -4.10 -0.84
C 0.32 -3.16 0.40 0.30
C 0.17 1.98 3.03 -1.16
C -0.36 -2.30 2.58 -1.15
C 3.34 -4.51 -6.28 -1.12
C 0.96 -0.24 2.54 -0.59
H 1.62 -0.67 0.52 0.41
H -0.28 2.88 2.61 0.34
H -0.26 0.04 5.21 0.23
H 0.30 -4.66 -1.73 0.42
H 0.97 -0.32 -3.76 0.41
H 3.40 -3.65 -6.96 0.32
H -1.75 -1.56 0.26 -0.43
H -3.23 -0.77 -0.23 0.42
H -0.77 0.03 -3.75 0.38
H -0.31 -3.30 3.02 0.54
H -1.18 -1.53 5.11 0.24
H 1.91 -1.18 4.96 0.28
H 1.25 -5.49 -4.32 0.37
H -1.40 -2.10 2.34 0.22
H -0.84 2.05 -0.09 0.34
H 4.33 -4.96 -6.24 0.27
H 2.65 -5.24 -6.70 0.31
H 1.19 2.23 3.33 0.39
H 1.02 -2.77 4.89 0.26
H -2.01 0.67 -1.81 0.64
H -0.18 -1.61 -3.35 0.12
H -2.52 1.59 0.25 0.49
H -3.10 -2.89 -1.40 0.40
H -0.41 1.67 3.90 0.37
H -1.46 -2.58 -1.95 0.02
H -2.81 -1.64 -2.62 0.41
H 2.05 -2.35 -0.77 0.66
H 1.81 0.20 3.07 0.83
H 2.45 -1.60 1.79 0.38
```

As for the molecular weight: 391.5 Da. The HOMO energy comes out at -8.46 eV. The SMILES is CC[C@@H](CC(=O)N(C)[C@@H]1CN(C(=O)/C=C/c2cc(C)no2)CC12CC2)SC. As for the frontier orbital gap: 0.3138 Ha. As for the net charge: 0. The value obtained for the relative energy (zero: lowest compared OMol25 entry of this formula, charge and spin) is 79.40 kcal per mole. The value obtained for the total energy is -42656.57067 eV.


[3]
A molecular structure, C3H2FO2Zn in a non-equilibrium geometry. Source: the OMol25 dataset; level of theory: ωB97M-V/def2-TZVPD.

Structure (XYZ):
```
9
Properties=species:S:1:pos:R:3:mulliken_charge:R:1
Zn -1.19 1.83 -1.50 0.91
F 0.53 1.31 -0.74 -0.30
O -1.89 0.36 -0.70 -0.46
O -1.10 -1.40 0.49 -0.45
C 1.18 -0.56 0.65 -0.71
C 0.26 0.38 0.29 0.39
C -1.10 -0.20 0.14 0.97
H 1.37 -1.40 -0.02 0.31
H 1.94 -0.32 1.39 0.33
```

As for the molecular weight: 154.4 Da. The HOMO energy (spin up / spin down) comes out at -13.73 / -13.69 eV. As for the frontier orbital gap (spin up / spin down): 0.1933 / 0.1907 Ha. As for the net charge: +1. The value obtained for the relative energy (zero: lowest compared OMol25 entry of this formula, charge and spin) is 7.66 kcal per mole. The value obtained for the total energy is -58360.12697 eV.


[4]
A molecular structure, C26H26AuN4O4S in a non-equilibrium geometry. Source: the OMol25 dataset; level of theory: ωB97M-V/def2-TZVPD.

Structure (XYZ):
```
62
Properties=species:S:1:pos:R:3:mulliken_charge:R:1
Au -1.47 -1.36 0.72 1.15
S -5.80 -2.43 0.89 -0.21
O 2.59 1.55 -4.43 -0.61
O 2.11 0.19 2.39 -0.71
O -1.27 -0.72 3.08 -0.58
O 0.49 -0.48 1.03 -0.86
N 0.78 0.28 -4.16 -0.05
N -3.08 0.49 0.87 0.20
N -1.60 -0.86 -1.61 -0.14
N 2.44 0.30 -2.51 -0.12
C -0.12 1.22 3.91 -1.74
C -4.91 -3.89 0.83 -0.35
C -2.54 -1.39 -2.38 -0.17
C -4.32 -1.51 0.83 0.34
C 6.02 1.17 -0.54 0.89
C 4.01 -0.13 -0.75 -0.28
C -5.33 2.08 0.76 -0.50
C 0.99 -0.17 2.13 0.27
C -4.06 2.65 0.75 -0.90
C -0.32 -0.28 -3.53 0.47
C 3.62 0.63 -1.87 1.00
C 5.19 0.13 -0.11 -0.95
C 4.44 1.69 -2.29 -0.41
C -1.31 -0.86 -4.34 -0.44
C 5.62 1.94 -1.64 -0.78
C -2.97 1.81 0.82 -0.49
C -2.44 -1.40 -3.76 -1.00
C -0.01 -0.22 3.43 1.71
C -3.56 -3.69 0.75 -0.59
C 7.32 1.46 0.13 -1.40
C 1.99 0.79 -3.71 0.31
C -3.22 -2.33 0.74 -0.73
C -5.45 0.71 0.80 -1.04
C 0.64 -1.14 4.45 -1.84
C -4.29 -0.08 0.84 1.48
C -0.54 -0.28 -2.15 -0.99
H 0.85 1.61 4.19 0.39
H -1.90 0.01 3.02 0.29
H 8.14 1.08 -0.48 0.34
H 1.63 -0.77 4.70 0.37
H -3.92 3.72 0.71 0.42
H -3.39 -1.82 -1.87 0.34
H -0.54 1.85 3.12 0.36
H 0.64 0.50 -5.14 0.27
H 4.15 2.29 -3.14 0.51
H -1.18 -0.88 -5.41 0.41
H -5.43 -4.83 0.86 0.48
H -0.78 1.25 4.78 0.47
H 0.12 0.21 -1.45 1.09
H -3.22 -1.84 -4.37 0.44
H 0.02 -1.15 5.35 0.45
H 3.37 -0.93 -0.40 0.27
H -1.96 2.20 0.84 0.53
H 6.26 2.74 -1.98 0.44
H -6.41 0.23 0.79 0.43
H 5.48 -0.47 0.74 0.39
H 7.38 1.00 1.12 0.38
H 7.47 2.54 0.23 0.39
H 0.72 -2.16 4.08 0.40
H -2.85 -4.49 0.69 0.42
H 1.93 -0.48 -2.11 0.36
H -6.21 2.71 0.72 0.43
```

As for the molecular weight: 687.6 Da. The HOMO energy (spin up / spin down) comes out at -10.18 / -10.23 eV. As for the frontier orbital gap (spin up / spin down): 0.2683 / 0.1238 Ha. As for the net charge: +1. The value obtained for the relative energy (zero: lowest compared OMol25 entry of this formula, charge and spin) is 20.33 kcal per mole. The value obtained for the total energy is -56054.29244 eV. The spin multiplicity is 3.